Model one:
Computed, not measured: a molecular structure, C3H14N4, with ωB97M-V/def2-TZVPD.

Output
* total charge: 0
* frontier orbital gap: 8.72 eV
* E_LUMO: 0.91 eV

Each line ends with the Mulliken charge.
Element x y z (Å)
C 0.767 -1.528 0.474  0.642
N 0.204 -0.563 1.321  -0.680
N 2.180 -1.586 0.617  -0.580
N 0.180 -2.807 0.642  -0.575
H 0.517 -0.921 -0.768  -0.158
H -0.822 -2.756 0.750  0.202
H 0.583 0.369 1.041  0.210
H -0.789 -0.436 1.184  0.359
H 2.624 -0.725 0.345  0.225
H 2.592 -2.365 0.109  0.211
H 0.486 -3.507 -0.019  0.231
C -0.623 1.333 -0.922  -0.080
C -0.198 2.527 -0.080  -1.233
N -1.928 0.843 -0.475  -0.556
H -2.628 1.579 -0.488  0.213
H -2.258 0.113 -1.099  0.203
H -0.648 1.654 -1.977  0.342
H 0.051 0.268 -1.061  -0.014
H 0.782 2.889 -0.391  0.306
H -0.901 3.359 -0.179  0.359
H -0.172 2.259 0.976  0.374

=====

Model two:
Computed, not measured: 3 unconnected molecules or ions with the total composition C3H14N4, with ωB97M-V/def2-TZVPD.

Output
* total charge: 0
* frontier orbital gap (spin up / spin down): 6.37 / 6.37 eV
* E_LUMO (spin up / spin down): 0.11 / 0.11 eV

Each line ends with the Mulliken charge.
Element x y z (Å)
C -1.278 0.356 -1.321  -0.756
C 0.643 1.997 -0.686  -0.640
N -2.431 -0.347 -0.771  -0.624
N 1.610 1.258 -0.219  -0.263
H -3.095 0.313 -0.378  0.230
H -2.093 -0.922 0.003  0.308
H 2.286 0.881 -0.869  0.292
H 1.310 0.504 0.602  0.501
H -1.596 1.296 -1.768  0.416
H -0.801 -0.255 -2.095  0.267
H -0.039 2.439 0.025  0.396
H 0.641 2.341 -1.714  0.384
C 0.862 -1.894 0.452  -1.053
N 0.081 -0.740 0.815  -0.487
N 0.580 -0.178 2.073  -0.647
H -0.497 0.257 -0.374  0.370
H 0.815 -0.940 2.712  0.223
H -0.212 0.294 2.501  0.167
H 1.946 -1.681 0.357  0.301
H 0.512 -2.255 -0.518  0.300
H 0.756 -2.724 1.174  0.317

=====

Verdict on stability: model two comes out at the bottom.

=====

Model one:
Computed, not measured: a molecular structure, S2, with ωB97M-V/def2-TZVPD.

Output
* total charge: 0
* frontier orbital gap: 5.41 eV
* E_LUMO: -4.53 eV

Each line ends with the Mulliken charge.
Element x y z (Å)
S 0.000 0.000 1.389  0.000
S 0.000 0.000 -1.389  0.000

=====

Model two:
Computed, not measured: a single S2 molecule, with ωB97M-V/def2-TZVPD.

Output
* total charge: 0
* frontier orbital gap: 5.78 eV
* E_LUMO: -2.20 eV

Each line ends with the Mulliken charge.
Element x y z (Å)
S 0.000 0.000 0.896  0.000
S 0.000 0.000 -0.896  0.000

=====

Model three:
Computed, not measured: a single S2 molecule, with ωB97M-V/def2-TZVPD.

Output
* total charge: 0
* frontier orbital gap: 5.76 eV
* E_LUMO: -2.57 eV

Each line ends with the Mulliken charge.
Element x y z (Å)
S 0.403 -0.198 0.839  0.000
S -0.403 0.198 -0.839  0.000

=====

Verdict on stability: model one comes out at the bottom.

=====

Model one:
Computed, not measured: a gas-phase ion, C7H12N (charge +1), with ωB97M-V/def2-TZVPD.

Output
* total charge: +1
* frontier orbital gap (spin up / spin down): 6.51 / 9.00 eV
* E_LUMO (spin up / spin down): -5.16 / -3.59 eV

Each line ends with the Mulliken charge.
Element x y z (Å)
C 2.107 1.891 -0.048  -0.994
C 1.646 0.722 0.451  -0.093
C -1.944 -0.109 1.491  -0.453
C -2.368 -0.480 0.077  -0.532
C 0.232 -1.451 0.343  -0.891
C 1.054 -0.314 -0.286  0.241
C -1.164 -1.029 0.683  0.296
N 0.708 -0.024 -1.707  -0.263
H 2.662 2.573 0.568  0.281
H 1.978 2.198 -1.073  0.255
H 1.832 0.495 1.491  0.362
H -1.570 0.885 1.704  0.242
H -2.520 -0.523 2.310  0.238
H -3.222 -1.135 -0.038  0.236
H -2.312 0.255 -0.717  0.202
H 0.203 -2.309 -0.337  0.367
H 0.746 -1.768 1.250  0.378
H 0.114 0.812 -1.824  0.363
H 0.234 -0.838 -2.117  0.376
H 1.585 0.148 -2.218  0.390

=====

Model two:
Computed, not measured: a gas-phase ion, C7H12N (charge +1), with ωB97M-V/def2-TZVPD.

Output
* total charge: +1
* frontier orbital gap: 9.66 eV
* SMILES: C=C=CC(=C)[NH+](C)C
* E_LUMO: -3.29 eV

Each line ends with the Mulliken charge.
Element x y z (Å)
C -4.018 0.098 -0.324  -0.602
C -2.813 0.205 0.048  -0.040
C -1.651 0.692 0.480  -0.342
C -0.506 -0.149 0.227  0.586
C -0.488 -1.423 -0.107  -0.910
N 0.870 0.442 0.202  0.084
C 1.950 -0.219 1.005  -0.859
C 1.265 0.565 -1.153  -0.894
H -4.454 -0.578 0.363  0.246
H -4.679 0.437 -1.176  0.283
H -1.642 1.539 1.241  0.283
H -1.551 -1.735 0.050  0.242
H 0.265 -2.224 -0.258  0.318
H 1.161 1.238 0.706  0.358
H 2.907 0.173 0.660  0.401
H 1.760 -0.146 2.137  0.349
H 1.845 -1.360 0.859  0.300
H 1.651 -0.386 -1.517  0.398
H 0.469 0.904 -1.800  0.370
H 2.074 1.225 -1.197  0.429

=====

Verdict on stability: model one comes out at the bottom.

=====

Model one:
Computed, not measured: a molecular structure, C35H36BIrN9OSi, with ωB97M-V/def2-TZVPD.

Output
* total charge: +2
* 2S+1: 2
* frontier orbital gap (spin up / spin down): 5.79 / 5.62 eV
* E_LUMO (spin up / spin down): -7.84 / -8.00 eV

Each line ends with the Löwdin spin population.
Element x y z (Å)
Ir -0.352 1.345 -0.633  0.005
C -3.152 4.329 -2.167  0.000
C -2.335 3.217 -2.323  0.001
N -1.973 2.755 -1.127  0.001
N -2.551 3.532 -0.191  0.000
C -3.252 4.501 -0.798  0.000
B -2.304 3.205 1.301  0.000
N -0.817 3.526 1.552  0.000
C -0.317 4.587 2.202  0.000
C 1.057 4.573 2.068  0.000
C 1.324 3.451 1.296  0.000
N 0.183 2.835 0.993  0.001
N -2.612 1.705 1.489  0.000
C -3.643 1.181 2.174  0.000
C -3.669 -0.179 1.953  0.000
C -2.597 -0.414 1.100  0.000
N -1.973 0.727 0.834  0.000
N -3.118 3.954 2.337  0.000
C -4.289 4.633 2.364  0.000
C -4.563 4.966 3.675  0.000
C -3.497 4.421 4.411  0.000
N -2.677 3.805 3.599  0.000
H -3.607 4.921 -2.934  0.000
H -2.005 2.736 -3.224  0.000
H -3.758 5.263 -0.243  0.000
H -0.939 5.284 2.722  0.000
H 1.753 5.280 2.462  0.000
H 2.269 3.069 0.969  0.000
H -4.303 1.777 2.770  0.000
H -4.361 -0.894 2.346  0.000
H -2.274 -1.337 0.666  0.000
H -4.870 4.830 1.487  0.000
H -5.414 5.488 4.062  0.000
H -3.332 4.430 5.469  0.000
C 2.300 -2.774 1.112  0.048
C 0.812 -2.722 1.293  0.404
C 0.189 -4.005 1.739  0.071
C 0.331 -1.494 2.001  0.059
Si 0.031 -2.433 -0.911  0.135
O 0.103 -0.892 -0.959  0.061
C -1.669 -3.098 -1.464  0.012
C -1.961 -4.431 -1.721  0.006
C -3.161 -4.784 -2.318  0.000
C -4.085 -3.809 -2.646  0.007
C -3.808 -2.478 -2.382  0.000
C -2.599 -2.121 -1.814  0.005
C 1.425 -3.505 -1.628  0.045
C 1.488 -4.878 -1.446  0.010
C 2.605 -5.587 -1.853  0.001
C 3.661 -4.920 -2.450  0.011
C 3.585 -3.556 -2.669  0.002
C 2.466 -2.847 -2.269  0.012
H 2.774 -2.721 2.096  0.021
H 2.672 -1.932 0.531  0.005
H 2.620 -3.701 0.644  0.001
H 0.524 -4.212 2.760  0.033
H 0.503 -4.848 1.131  0.004
H -0.896 -3.954 1.763  0.004
H 0.911 -1.361 2.915  0.023
H -0.714 -1.574 2.277  0.000
H 0.470 -0.592 1.404  0.007
H -1.266 -5.221 -1.482  0.001
H -3.365 -5.822 -2.526  0.000
H -5.011 -4.085 -3.128  0.000
H -4.533 -1.713 -2.614  0.000
H -2.368 -1.077 -1.661  0.001
H 0.683 -5.417 -0.971  0.001
H 2.646 -6.653 -1.695  0.000
H 4.538 -5.469 -2.755  0.001
H 4.399 -3.035 -3.151  0.000
H 2.400 -1.785 -2.442  0.001
N 1.720 1.394 -1.314  0.001
C 2.874 1.391 -1.340  0.000
C 4.270 1.385 -1.284  0.000
C 5.062 1.465 -2.437  0.000
C 6.438 1.455 -2.317  0.000
C 7.035 1.370 -1.067  0.000
C 6.252 1.304 0.078  0.000
C 4.877 1.310 -0.019  0.000
H 4.595 1.539 -3.406  0.000
H 7.054 1.520 -3.200  0.000
H 8.111 1.357 -0.983  0.000
H 6.722 1.254 1.047  0.000
H 4.262 1.257 0.868  0.000

=====

Model two:
Computed, not measured: a molecular structure, C35H36BIrN9OSi, with ωB97M-V/def2-TZVPD.

Output
* total charge: +2
* 2S+1: 2
* frontier orbital gap (spin up / spin down): 7.30 / 6.08 eV
* E_LUMO (spin up / spin down): -6.40 / -7.62 eV

Each line ends with the Löwdin spin population.
Element x y z (Å)
Ir -0.465 1.177 -0.207  0.004
C -2.517 4.281 -2.171  0.000
C -1.805 3.092 -2.148  0.000
N -1.685 2.673 -0.885  0.001
N -2.281 3.579 -0.081  0.000
C -2.787 4.558 -0.841  0.000
B -2.212 3.297 1.443  0.000
N -0.704 3.400 1.757  0.000
C -0.028 4.347 2.411  0.000
C 1.328 4.107 2.257  0.000
C 1.404 2.976 1.465  0.000
N 0.166 2.539 1.190  0.001
N -2.677 1.836 1.641  0.000
C -3.770 1.400 2.278  0.000
C -3.894 0.041 2.058  0.000
C -2.815 -0.290 1.251  0.000
N -2.079 0.800 1.021  0.001
N -3.023 4.191 2.327  0.000
C -4.131 4.963 2.133  0.000
C -4.546 5.413 3.354  0.000
C -3.630 4.848 4.268  0.000
N -2.724 4.114 3.654  0.000
H -2.798 4.862 -3.031  0.000
H -1.393 2.518 -2.962  0.000
H -3.290 5.401 -0.403  0.000
H -0.541 5.117 2.959  0.000
H 2.142 4.677 2.668  0.000
H 2.271 2.441 1.126  0.000
H -4.387 2.070 2.854  0.000
H -4.657 -0.617 2.434  0.000
H -2.541 -1.245 0.844  0.000
H -4.574 5.118 1.165  0.000
H -5.394 6.038 3.572  0.000
H -3.604 4.949 5.341  0.000
C 1.900 -2.802 1.669  0.051
C 0.416 -3.016 1.563  0.408
C -0.052 -4.440 1.573  0.072
C -0.398 -2.062 2.388  0.059
Si -0.058 -2.387 -0.715  0.136
O -0.198 -0.822 -0.515  0.047
C -1.556 -3.184 -1.451  0.016
C -1.630 -4.541 -1.782  0.007
C -2.707 -5.037 -2.498  0.000
C -3.730 -4.188 -2.896  0.008
C -3.675 -2.838 -2.579  0.000
C -2.596 -2.340 -1.866  0.008
C 1.561 -3.008 -1.365  0.037
C 1.907 -4.359 -1.453  0.010
C 3.172 -4.736 -1.876  0.000
C 4.110 -3.768 -2.211  0.012
C 3.776 -2.423 -2.145  0.001
C 2.511 -2.045 -1.721  0.012
H 2.164 -2.912 2.728  0.022
H 2.197 -1.796 1.366  0.006
H 2.476 -3.527 1.101  0.001
H 0.131 -4.832 2.583  0.033
H 0.508 -5.073 0.886  0.003
H -1.120 -4.536 1.378  0.004
H -0.006 -2.096 3.411  0.024
H -1.450 -2.336 2.426  0.000
H -0.310 -1.029 2.052  0.008
H -0.853 -5.233 -1.489  0.001
H -2.744 -6.088 -2.749  0.000
H -4.564 -4.576 -3.465  0.000
H -4.471 -2.173 -2.887  0.000
H -2.547 -1.278 -1.666  0.001
H 1.201 -5.136 -1.195  0.001
H 3.425 -5.785 -1.943  0.000
H 5.100 -4.065 -2.532  0.001
H 4.500 -1.668 -2.424  0.000
H 2.248 -0.996 -1.679  0.001
N 1.458 1.191 -1.017  0.000
C 2.580 1.166 -1.253  0.000
C 3.973 1.137 -1.550  0.000
C 4.413 1.325 -2.862  0.000
C 5.770 1.290 -3.124  0.000
C 6.674 1.071 -2.091  0.000
C 6.231 0.888 -0.786  0.000
C 4.878 0.917 -0.506  0.000
H 3.700 1.501 -3.656  0.000
H 6.126 1.439 -4.133  0.000
H 7.734 1.044 -2.304  0.000
H 6.943 0.724 0.012  0.000
H 4.520 0.770 0.505  0.000

=====

Verdict on stability: model one comes out at the bottom.

=====

Model one:
Computed, not measured: a single C2H3NO2S2 molecule, with ωB97M-V/def2-TZVPD.

Output
* total charge: 0
* frontier orbital gap: 9.99 eV
* SMILES: O=S1(=O)C=NCS1
* E_LUMO: -0.09 eV

Each line ends with the Mulliken charge.
Element x y z (Å)
O -0.689 -1.770 -1.299  -0.510
S -0.181 -1.396 -0.051  0.873
O -0.093 -2.385 0.989  -0.569
C -1.066 0.139 0.473  0.003
N -0.487 1.178 0.233  -0.359
C 0.747 1.195 -0.352  -0.361
S 1.669 -0.429 -0.162  -0.110
H -1.966 0.038 1.172  0.342
H 0.654 1.499 -1.315  0.383
H 1.410 1.933 0.312  0.307

=====

Model two:
Computed, not measured: a single C2H3NO2S2 molecule, with ωB97M-V/def2-TZVPD.

Output
* total charge: 0
* frontier orbital gap (spin up / spin down): 7.76 / 7.76 eV
* E_LUMO (spin up / spin down): -0.84 / -0.84 eV

Each line ends with the Mulliken charge.
Element x y z (Å)
C -0.461 -0.367 0.969  -0.421
C 0.699 -0.018 0.208  0.081
N -2.021 0.883 -0.830  -0.561
O 2.804 -0.589 -1.453  -0.483
O 1.959 0.311 0.824  -0.313
S -2.017 -0.023 0.398  0.257
S 2.234 -0.917 -0.165  0.471
H -0.632 -0.951 1.888  0.292
H 0.365 0.655 -0.619  0.408
H -2.931 1.015 -1.220  0.268

=====

Model three:
Computed, not measured: a molecular structure, C2H3NO2S2, with ωB97M-V/def2-TZVPD.

Output
* total charge: 0
* frontier orbital gap: 8.38 eV
* E_LUMO: -1.13 eV

Each line ends with the Mulliken charge.
Element x y z (Å)
C 0.070 -0.905 -0.582  0.371
C -1.251 -0.589 0.031  -0.897
N 1.452 1.464 0.511  0.932
O 0.312 1.713 0.787  -0.542
O 2.483 1.990 0.827  -0.539
S 0.414 -2.113 -1.650  -0.239
S 1.526 0.047 -0.583  -0.021
H -1.461 0.408 0.283  0.357
H -1.508 -1.112 1.017  0.267
H -2.036 -0.903 -0.643  0.312

=====

Model four:
Computed, not measured: a molecular structure, C2H3NO2S2, with ωB97M-V/def2-TZVPD.

Output
* total charge: 0
* frontier orbital gap: 10.19 eV
* E_LUMO: -0.09 eV

Each line ends with the Mulliken charge.
Element x y z (Å)
C 0.872 -0.701 -0.069  0.245
C -0.382 -0.795 0.664  -0.616
N 1.106 0.226 -0.826  -0.494
O -0.320 1.986 -1.966  -0.533
O -0.006 1.917 0.671  -0.550
S -1.698 -0.067 -0.299  -0.089
S -0.229 1.323 -0.701  0.957
H 1.546 -1.526 0.229  0.353
H -0.543 -1.929 0.689  0.338
H -0.347 -0.434 1.609  0.390

=====

Verdict on stability: model three comes out at the bottom.